Computed, not measured: 5 unconnected molecules or ions with the total composition C5H20NO4 in a non-equilibrium geometry, with ωB97M-V/def2-TZVPD.

Bonds (Å) are listed after each position.
Element x y z (Å)
1 C -0.47 0.87 2.88  C2 1.551, H7 1.077, H8 1.071, H9 1.181
2 C -1.00 -0.59 3.00  C1 1.551, C3 1.538, H10 1.145, H11 1.131
3 C -0.03 -1.36 2.09  C2 1.538, C4 1.509, H12 1.084, H13 1.165
4 C -0.14 -1.21 0.59  C3 1.509, C5 1.334, H14 1.090
5 C 0.97 -1.32 -0.13  C4 1.334, N6 1.497, H15 1.080
6 N 0.76 -1.08 -1.59  C5 1.497, H16 1.030, H17 1.059, H18 1.026
7 H 0.38 1.02 2.24  C1 1.077
8 H -1.33 1.41 2.54  C1 1.071
9 H -0.42 1.21 4.01  C1 1.181
10 H -0.76 -0.92 4.07  C2 1.145
11 H -2.09 -0.76 2.77  C2 1.131
12 H 1.02 -1.38 2.36  C3 1.084
13 H -0.25 -2.49 2.31  C3 1.165
14 H -1.07 -1.04 0.03  C4 1.090
15 H 1.94 -1.71 0.14  C5 1.080
16 H 0.15 -0.25 -1.56  N6 1.030
17 H 1.59 -1.09 -2.25  N6 1.059
18 H 0.17 -1.81 -2.03  N6 1.026
19 H -3.08 -2.02 -2.21  O21 0.958
20 H -2.93 -0.46 -1.74  O21 0.962
21 O -2.64 -1.38 -1.65  H19 0.958, H20 0.962
22 H 3.25 0.07 -2.29  O24 0.961
23 H 3.95 -1.08 -3.18  O24 0.963
24 O 3.31 -0.87 -2.49  H22 0.961, H23 0.963
25 H -1.54 4.13 -0.59  O27 0.962
26 H -1.21 4.83 -1.91  O27 0.961
27 O -0.99 4.07 -1.37  H25 0.962, H26 0.961
28 H 0.56 2.20 -1.94  O30 0.990
29 H 1.07 1.67 -0.62  O30 0.973
30 O 0.80 1.35 -1.49  H28 0.990, H29 0.973

Computed properties:
Calculated total energy = -557.9314 Eh
E_LUMO = -0.0973 hartree
Strongest force on any atom = 0.089 hartree/bohr
Net charge = +1
Energy relative to the best compared isomer or geometry (same formula, charge and spin) = 42.8 kcal per mole
Kohn-Sham gap = 10.3 eV

Löwdin atomic charge list, values in e, 4 entries: -0.1165, -0.2436, -0.2399, -0.0671